42
Properties=species:S:1:pos:R:3:forces:R:3:nbo_charge:R:1 method="wB97M-V/def2-TZVPD" e_tot_ev=-65117.560 orbital_gap_ev=6.385 fmax_ev_per_a=0.962 charge=+1 e_above_lowest_kcal_mol=12.6 multiplicity=1
Pd 0.106 -0.573 -1.903 -0.1 -0.4 0.7 1.063
O 1.803 -0.597 -0.307 0.1 0.3 0.5 -1.004
S 2.036 -1.801 -1.124 -0.2 -0.4 -0.4 2.506
O 3.241 -2.515 -0.981 0.0 0.0 0.0 -0.851
O 0.746 -2.587 -1.059 -0.3 0.5 -0.1 -0.933
O 1.815 -1.200 -2.581 0.8 -0.1 -0.5 -0.818
C -3.036 1.173 0.672 -0.1 0.1 0.0 -0.216
C -2.259 0.933 -0.437 0.0 -0.1 0.0 0.019
N -1.345 -0.052 -0.446 -0.2 0.1 -0.6 -0.491
C -1.188 -0.807 0.638 0.1 0.1 0.1 0.076
C -1.895 -0.589 1.818 0.3 -0.2 -0.1 -0.053
C -2.855 0.404 1.817 -0.1 0.1 0.0 -0.108
C -1.561 -1.466 2.960 0.0 0.1 0.0 -0.184
C -0.324 -1.645 3.417 -0.1 -0.2 0.0 -0.172
C 0.895 -0.910 3.010 0.1 0.1 0.0 0.176
C 2.121 -1.556 2.948 0.0 0.0 -0.1 -0.278
C 3.220 -0.792 2.579 -0.1 -0.1 0.2 0.098
N 3.129 0.512 2.357 0.1 0.2 -0.1 -0.430
C 1.917 1.041 2.465 0.0 -0.2 0.0 0.256
N 0.795 0.401 2.754 -0.3 0.0 0.0 -0.469
H -3.771 1.966 0.644 0.0 0.0 0.0 0.245
H -2.372 1.515 -1.340 0.0 0.0 0.0 0.203
H -0.450 -1.596 0.575 0.0 0.0 0.1 0.255
H -3.447 0.595 2.703 0.0 0.0 0.0 0.244
H -2.373 -2.038 3.395 0.0 0.0 0.0 0.235
H -0.170 -2.414 4.166 0.0 0.1 0.1 0.233
H 2.216 -2.611 3.169 0.0 0.0 0.0 0.236
H 4.203 -1.238 2.482 0.0 0.0 0.0 0.213
H 1.837 2.113 2.307 0.0 0.0 0.0 0.176
Cl -2.315 -1.578 -3.297 0.1 0.0 -0.2 0.076
C -0.698 -1.129 -3.715 -0.4 -0.1 0.5 -0.377
H -0.669 -0.334 -4.451 0.0 0.1 0.1 0.213
H -0.072 -1.979 -3.965 0.0 0.0 0.1 0.257
C 1.000 2.386 -1.268 -0.1 0.0 0.0 -0.761
S 0.584 1.465 -2.751 0.2 0.1 -0.3 0.567
C -0.841 2.325 -3.451 -0.1 0.0 0.1 -0.773
H 0.151 2.469 -0.591 0.0 0.0 0.0 0.245
H 1.340 3.366 -1.600 0.0 0.0 0.0 0.260
H 1.814 1.833 -0.802 0.0 0.0 0.0 0.292
H -0.637 2.461 -4.511 0.0 0.0 0.0 0.266
H -0.933 3.296 -2.969 0.0 0.0 0.0 0.262
H -1.758 1.754 -3.327 0.0 0.0 0.0 0.246

12
Properties=species:S:1:pos:R:3:forces:R:3:nbo_charge:R:1 method="wB97M-V/def2-TZVPD" e_tot_ev=-7224.014 orbital_gap_ev=10.103 fmax_ev_per_a=3.822 smiles=Cc1cn[nH]c1 e_above_lowest_kcal_mol=36.4 multiplicity=1
C -0.484 0.793 1.514 -1.1 -2.0 1.3 -0.624
C -0.034 0.141 0.170 -1.0 -0.1 2.0 -0.163
C 0.039 0.786 -1.052 -1.6 2.8 -2.1 -0.052
N 0.367 -0.007 -2.100 0.7 0.2 3.4 -0.270
N 0.675 -1.156 -1.397 -0.7 0.3 -2.6 -0.340
C 0.340 -1.172 -0.106 0.3 0.2 0.7 -0.048
H 0.417 1.255 1.954 -0.6 -0.1 0.1 0.221
H -0.898 -0.090 2.307 1.3 2.4 -2.2 0.212
H -1.340 1.570 1.486 1.5 -1.3 -0.4 0.229
H -0.333 1.892 -1.211 1.0 -2.4 0.1 0.205
H 0.816 -1.900 -2.037 0.3 -1.0 0.2 0.404
H 0.434 -2.112 0.471 -0.1 1.0 -0.3 0.226

| no. | E_HOMO (eV) |
| --- | --- |
| 1 | -12.1 |
| 2 | -9.1 |